No. 1
Entry from the OMol25 dataset: the ion C6H13N2O with charge +1 at a distorted geometry (ωB97M-V/def2-TZVPD).

Output
HOMO (alpha / beta) in eV: -13.35 / -13.92
⟨S²⟩: 2.006
Charge: +1
Spin multiplicity: 3
Frontier orbital gap (alpha / beta) in hartree: 0.3848 / 0.1828

```
22
Properties=species:S:1:pos:R:3:nbo_charge:R:1
O -0.28 -2.13 -0.26 0.0688
N -1.69 -1.10 -1.58 -0.5152
N -0.79 -1.10 -0.62 0.2008
C -0.36 0.09 0.15 0.0889
C -0.84 1.41 -0.31 -0.6634
C -1.20 -0.27 1.41 -0.6276
C 2.01 -0.02 -0.88 -0.6706
C 1.28 0.19 0.42 0.0294
C 1.75 0.38 1.62 -0.3598
H -0.91 0.40 2.17 0.2355
H 1.20 0.49 2.52 0.2227
H -1.92 1.50 -0.36 0.2369
H -2.24 -0.12 1.42 0.2431
H 2.84 0.34 1.70 0.2336
H -0.50 1.72 -1.38 0.2349
H 1.98 -1.05 -1.26 0.2284
H -0.42 2.23 0.19 0.2829
H 1.49 0.50 -1.63 0.2123
H -1.81 -0.40 -2.23 0.4236
H -0.94 -1.26 1.81 0.2315
H -1.73 -1.98 -1.97 0.4033
H 3.08 0.17 -0.93 0.2600
```

---

No. 2
Entry from the OMol25 dataset: the ion C6H13N2O2 with charge +1 at a distorted geometry (ωB97M-V/def2-TZVPD).

Output
HOMO in eV: -13.34
Charge: +1
Spin multiplicity: 1
Frontier orbital gap in hartree: 0.3699

```
23
Properties=species:S:1:pos:R:3:nbo_charge:R:1
O 0.51 2.68 0.72 -0.5003
O -1.43 -0.11 1.48 -0.7634
N 2.71 -0.64 -0.57 -0.4983
N 0.50 0.17 -0.43 -0.5818
C -0.43 2.35 0.04 0.4120
C 1.71 0.11 -0.99 0.4091
C 2.61 -1.33 0.65 -0.4545
C -2.45 -1.03 -0.50 -0.6527
C -2.08 0.17 0.27 0.1858
C -0.69 0.95 -0.56 -0.1880
H 3.25 -2.27 0.84 0.2602
H -2.70 -0.85 -1.52 0.2408
H 2.94 -0.65 1.43 0.2327
H 3.61 -0.54 -1.08 0.4438
H 1.53 -1.67 0.75 0.2189
H -2.96 0.81 0.47 0.2096
H -1.84 0.14 2.30 0.5147
H 1.95 0.78 -1.76 0.2254
H -3.19 -1.35 0.22 0.2422
H 0.36 -0.17 0.55 0.4517
H -1.27 3.19 -0.17 0.1366
H -1.02 0.96 -1.70 0.2388
H -1.61 -1.69 -0.44 0.2167
```

---

No. 3
Entry from the OMol25 dataset: a cluster of 2 separate species, C6H13N2O2 in total at a distorted geometry (ωB97M-V/def2-TZVPD).

Output
HOMO (alpha / beta) in eV: -9.08 / -14.12
⟨S²⟩: 2.006
Charge: +1
Spin multiplicity: 3
Frontier orbital gap (alpha / beta) in hartree: 0.2101 / 0.2871

```
23
Properties=species:S:1:pos:R:3:nbo_charge:R:1
O -0.74 2.24 -0.04 -0.7420
O -2.88 0.74 0.27 -0.6038
N -3.69 -1.24 0.11 -0.6887
N 0.20 -0.56 0.05 -0.3330
C -2.62 -0.54 0.10 0.5154
C 0.59 1.74 -0.31 -0.0257
C 1.01 -1.45 -0.40 -0.0275
C 2.55 0.08 0.55 -0.4279
C 1.03 0.45 0.60 -0.1234
C 2.45 -1.22 -0.16 -0.4821
H -2.08 1.20 0.09 0.5241
H 0.64 1.30 -1.37 0.1694
H 0.66 -2.35 -0.69 0.1705
H 3.01 -1.21 -1.05 0.2443
H 2.67 -2.13 0.41 0.2566
H 0.61 0.68 1.56 0.2508
H -1.61 -0.89 -0.11 0.2606
H -0.90 2.83 -0.87 0.5065
H 1.33 2.42 -0.34 0.1908
H 3.05 0.11 1.50 0.2502
H -3.70 -2.25 -0.11 0.4418
H -4.61 -0.76 0.30 0.4487
H 3.04 0.81 -0.10 0.2245
```

---

No. 4
Entry from the OMol25 dataset: a cluster of 2 separate species, C6H13N2O2S in total at a distorted geometry (ωB97M-V/def2-TZVPD).

Output
HOMO (alpha / beta) in eV: -13.12 / -13.12
Charge: +1
Spin multiplicity: 1
Frontier orbital gap (alpha / beta) in hartree: 0.3182 / 0.3180

```
24
Properties=species:S:1:pos:R:3:nbo_charge:R:1
S -3.34 -1.35 0.30 2.2399
O -4.70 -1.52 0.08 -0.8200
O -2.55 -2.51 0.65 -0.8919
N -2.69 -0.07 -0.17 -0.8800
N 1.99 0.23 -0.99 -0.4996
C -0.35 1.97 1.38 -0.6086
C 1.43 -1.17 -0.89 -0.2225
C 1.58 0.91 0.26 -0.2192
C -0.50 -0.47 0.24 0.1797
C 0.02 0.96 0.29 -0.3013
C -0.10 -1.21 -0.98 -0.4954
H -0.67 -0.85 1.27 0.2477
H 2.95 0.32 -1.12 0.4375
H 2.17 1.81 0.31 0.2389
H -0.12 1.31 -0.66 0.2009
H -1.30 2.43 1.09 0.2594
H 0.41 2.62 1.47 0.2107
H 1.77 -1.72 -1.71 0.2418
H 2.02 0.50 1.11 0.2331
H 1.74 0.72 -1.89 0.4427
H -0.39 -2.18 -0.82 0.2741
H -0.49 1.63 2.44 0.2402
H 1.57 -1.70 0.11 0.2537
H -0.46 -0.66 -1.76 0.2383
```

---

No. 5
Entry from the OMol25 dataset: a cluster of 2 separate species, C6H13N2O3S in total at a distorted geometry (ωB97M-V/def2-TZVPD).

Output
HOMO in eV: -4.52
Charge: -1
Spin multiplicity: 1
Frontier orbital gap in hartree: 0.2981

```
25
Properties=species:S:1:pos:R:3:nbo_charge:R:1
S 3.12 0.37 -0.13 1.6625
O 3.45 1.85 0.66 -0.9562
O 4.44 -0.30 -0.10 -1.0584
O 2.21 -0.36 0.79 -1.0465
N -0.43 -2.39 0.48 -0.0959
N -0.44 -3.20 -0.46 -0.3690
C -0.40 -0.96 0.15 -0.2003
C -0.77 1.19 1.05 -0.4203
C -0.98 -0.73 -1.22 -0.4226
C -1.40 1.56 -0.29 -0.3906
C -1.09 -0.27 1.20 -0.3975
C -0.90 0.76 -1.51 -0.3943
H -1.30 2.69 -0.45 0.1878
H -1.98 -1.01 -1.25 0.1828
H -1.72 0.97 -2.26 0.1872
H -0.37 -1.23 -1.89 0.2212
H 0.21 0.99 -1.83 0.2153
H 0.34 1.18 1.01 0.2520
H -2.43 1.48 -0.25 0.1764
H -0.57 -0.64 2.08 0.2182
H -0.48 -4.19 -0.02 0.2921
H -1.36 1.77 1.76 0.1940
H -2.11 -0.49 1.20 0.1764
H 0.60 -0.63 0.34 0.3157
H 4.36 1.58 0.94 0.4701
```

---

No. 6
Entry from the OMol25 dataset: the molecule C6H13N2OP (ωB97M-V/def2-TZVPD).

Output
HOMO in eV: -9.07
Spin multiplicity: 1
Frontier orbital gap in hartree: 0.3557

```
23
Properties=species:S:1:pos:R:3:nbo_charge:R:1
P -0.25 2.40 1.51 1.2174
O -1.98 -1.41 0.80 -0.7095
N 0.11 0.80 1.12 -0.7388
N -1.49 2.68 0.61 -1.2169
C -0.88 -1.25 -0.07 0.0997
C 2.19 0.37 0.18 -0.4190
C -0.24 0.17 -0.14 -0.0960
C 1.12 0.07 -0.88 -0.4195
C 1.42 0.31 1.49 -0.2243
C -1.32 -1.67 -1.48 -0.6332
H -0.95 0.84 -0.64 0.2423
H 1.33 -0.72 1.85 0.1934
H 3.01 -0.35 0.15 0.2139
H 1.85 0.92 2.28 0.2117
H -0.14 -1.96 0.31 0.1661
H 2.61 1.37 0.04 0.2041
H -2.61 -0.71 0.62 0.4676
H 1.27 -0.92 -1.30 0.2080
H 1.17 0.79 -1.70 0.2197
H -1.97 -0.91 -1.91 0.2030
H -1.90 3.60 0.73 0.3782
H -0.47 -1.81 -2.15 0.2077
H -1.87 -2.60 -1.42 0.2244
```

---

Relative energy (zero: lowest compared OMol25 entry of this formula, charge and spin)? In order: 118.5 68.3 10.0 102.4 33.0 0.0 kcal per mole.